C35H42AuBF5N3O2 as an isolated structure in a non-equilibrium geometry, computed with ωB97M-V with the def2-TZVPD basis set.

Each line ends with the Löwdin charge.
Element x y z (Å)
Au -0.20940 0.08400 -0.13190  1.160
F -2.15160 4.00970 -4.15130  0.108
F -1.50190 4.02450 1.25260  0.103
F -2.07680 1.64200 -2.80490  0.084
F -1.95900 6.36420 -2.81620  0.108
F -1.65620 6.34830 -0.07620  0.110
O -1.86600 1.64230 -0.04730  -0.133
O -0.81700 -2.34800 -0.60300  -0.008
N 0.10580 -1.29160 2.63910  0.060
N 0.85570 0.84130 2.81530  0.044
N 0.28090 -4.09890 -1.43660  0.182
C -0.57710 -4.87470 2.00040  -0.051
C -2.26430 2.99980 4.10480  -0.054
C -0.57890 2.63500 5.94380  -0.050
C 0.66260 -1.10900 3.88410  -0.047
C 0.51490 -0.44990 -2.15110  -0.222
C -2.01980 3.99500 -2.81460  -0.145
C 2.39130 -4.42470 1.46270  -0.058
C -1.93010 -2.43630 2.00820  -0.143
C -2.59390 -3.62090 1.73350  -0.030
C -1.92050 5.20810 -2.13580  -0.141
C 0.19330 3.02020 3.60710  -0.133
C 1.05130 2.24810 2.80410  -0.098
C 1.60750 -3.80580 2.62400  -0.369
C 2.74850 2.29450 -0.24520  -0.060
C -1.69550 3.99530 -0.07610  -0.122
C -3.76450 -1.06490 0.92660  -0.058
C -1.84800 2.72960 -0.70660  -0.323
C -0.89870 2.41160 4.46100  -0.362
C 1.10270 0.16620 3.98800  -0.065
C 0.12650 -3.71670 2.31260  -0.131
C 1.33120 5.01060 2.87170  -0.060
C -3.26780 -0.84610 3.38720  -0.033
C 1.87350 -4.59950 3.90810  -0.056
C -1.76500 5.19600 -0.75410  -0.144
C -0.56040 -2.49480 2.30970  -0.119
C -1.99500 2.80060 -2.12160  -0.129
C 2.19440 4.23820 2.12550  -0.038
C 0.06730 -2.77450 -1.32470  -0.547
C 1.00260 -1.87610 -2.10850  -0.229
C -2.68360 -1.12800 2.00290  -0.373
C 2.08620 2.84920 2.08450  -0.119
C 3.45180 0.69500 1.56110  -0.061
C -1.92820 -4.83050 1.72000  -0.071
C 0.34830 4.39660 3.62150  -0.043
C 3.12910 2.15090 1.23080  -0.358
B 0.24120 -0.06860 1.90090  -0.446
H 2.16900 -3.89710 0.53840  0.059
H -3.80450 0.09760 3.36830  0.078
H 3.45950 -4.34950 1.66000  0.081
H 1.01960 -4.49370 -1.99030  0.110
H 1.42420 6.08680 2.87570  0.107
H 3.49910 1.81590 -0.87140  0.080
H 1.10540 -2.28160 -3.12240  0.115
H -2.47440 2.82810 3.05480  0.069
H -4.63690 -1.66400 1.18390  0.076
H -2.47570 -0.77500 4.12930  0.076
H -4.08730 -0.03350 0.81140  0.079
H 0.39870 2.22950 6.19680  0.071
H -0.30910 5.00290 4.22370  0.113
H -2.46080 -5.74160 1.48470  0.105
H -3.04450 2.52640 4.69740  0.078
H 2.98940 4.71790 1.57030  0.116
H 1.61830 -5.64920 3.78440  0.077
H 1.77970 1.83040 -0.43550  0.031
H -0.29750 -4.71990 -0.89170  0.107
H -0.37520 -0.32990 -2.75210  0.042
H 1.58050 0.64360 4.82210  0.134
H 2.14560 -5.47570 1.32720  0.075
H -3.95810 -1.63220 3.68500  0.086
H -0.57110 3.69620 6.18130  0.078
H -3.64920 -3.60430 1.52360  0.111
H 2.67870 3.34310 -0.52410  0.078
H 2.92710 -4.53400 4.17420  0.081
H 1.28580 0.24050 -2.46700  0.033
H 4.05610 2.71760 1.38870  0.134
H -2.29400 4.07050 4.28650  0.076
H -0.95090 1.33530 4.28030  0.111
H 1.99830 -2.79370 2.76740  0.119
H 2.63700 0.03070 1.28540  0.050
H 1.98140 -1.92440 -1.61820  0.114
H -0.06520 -5.82590 1.98930  0.110
H 1.29150 -4.20970 4.73880  0.072
H -3.36220 -1.40490 -0.02480  0.080
H 0.66370 -1.88060 4.63010  0.128
H 3.65820 0.57770 2.62400  0.084
H 4.34190 0.39300 1.00890  0.082
H -1.97660 -0.32420 1.76810  0.080
H -1.32110 2.14410 6.56950  0.080

Computed properties:
E_LUMO (spin up / spin down): -2.518 / -2.538 eV
frontier orbital gap (spin up / spin down): 5.07 / 5.03 eV
highest occupied orbital energy (spin up / spin down): -7.588 / -7.565 eV
ΔE to the lowest compared entry with this formula, charge and spin: 284.9 kJ/mol
total charge: 0
strongest force on any atom: 2.49 eV/Å